Below is a 2-piece molecular cluster, C3H12N2 overall, with properties calculated with ωB97M-V with the def2-TZVPD basis set.

Each line ends with the Löwdin charge.
Cartesian coordinates (Å):
C -1.01 -0.83 2.28  -0.231
N -2.22 -1.21 1.58  -0.082
H -0.93 0.27 2.23  0.073
H -0.97 -1.18 3.32  0.060
H -0.04 -1.17 1.86  0.063
H -2.37 -2.21 1.63  0.049
H -3.07 -0.92 2.11  0.078
C 0.13 0.16 -0.95  -0.157
N 1.21 1.17 -0.94  -0.192
C 1.82 1.30 -2.29  -0.153
H 0.36 -0.87 -0.57  0.080
H -0.15 0.06 -1.99  0.062
H -0.72 0.47 -0.36  0.046
H 1.96 0.88 -0.31  0.088
H 1.09 1.76 -2.92  0.067
H 2.68 1.95 -2.07  0.075
H 2.26 0.34 -2.61  0.075

Summary:
Energy above the lowest of the compared OMol25 structures with the same formula, charge and spin, kJ/mol: 94.8
Kohn-Sham gap, eV: 9.7588

=====

Below is an isolated molecule of C2H4N2O3, with properties calculated with ωB97M-V with the def2-TZVPD basis set.

Each line ends with the Löwdin charge.
Cartesian coordinates (Å):
C -1.33 -0.54 0.02  -0.174
C -0.06 -0.24 -0.34  -0.368
N 0.94 -1.13 -0.73  0.090
O 1.43 1.31 0.57  0.019
O -1.11 1.22 0.99  -0.062
N 0.23 1.12 -0.03  -0.057
O -2.35 -1.10 0.04  0.157
H 1.74 0.43 0.89  0.110
H -1.50 2.07 0.72  0.092
H 0.81 -2.09 -0.43  0.098
H 1.21 -1.06 -1.70  0.094

Summary:
Energy above the lowest of the compared OMol25 structures with the same formula, charge and spin, kJ/mol: 602.6
Kohn-Sham gap, eV: 8.7820

=====

Below is a 2-piece molecular cluster, C2H8N2 overall, with properties calculated with ωB97M-V with the def2-TZVPD basis set.

Each line ends with the Löwdin charge.
Cartesian coordinates (Å):
C 0.13 3.28 -2.94  -0.047
H -0.28 2.39 -3.46  0.036
H -0.29 4.17 -3.27  -0.021
H -0.08 3.27 -1.86  0.020
H 1.20 3.37 -2.87  0.011
N 0.47 -1.44 2.27  0.056
C -0.45 -2.45 2.11  -0.417
N -0.16 -3.68 2.22  0.040
H 0.49 -0.89 1.46  0.058
H 1.41 -1.71 2.58  0.097
H -1.33 -2.14 1.60  0.099
H -1.12 -4.18 2.17  0.068

Summary:
Energy above the lowest of the compared OMol25 structures with the same formula, charge and spin, kJ/mol: 60.5
Kohn-Sham gap, eV: 10.4558

=====

Below is a 2-piece molecular cluster, C6H15N overall, with properties calculated with ωB97M-V with the def2-TZVPD basis set.

Each line ends with the Löwdin charge.
Cartesian coordinates (Å):
C -1.91 -1.72 2.25  -0.111
C -0.98 -0.67 1.76  -0.262
C -0.03 -0.11 2.50  -0.018
H -1.87 -2.61 1.60  0.068
H -1.63 -2.00 3.26  0.069
H -2.96 -1.40 2.29  0.073
H -1.10 -0.28 0.75  0.069
H 0.49 0.78 2.17  0.044
H 0.16 -0.42 3.52  0.053
C 0.73 2.39 -2.15  -0.104
C 1.18 1.16 -1.35  -0.319
N 0.14 0.16 -1.39  -0.146
C 0.62 -1.19 -1.06  -0.147
H 1.32 3.28 -1.92  0.067
H -0.29 2.64 -1.84  0.070
H 0.71 2.20 -3.22  0.068
H 1.35 1.46 -0.31  0.102
H 2.16 0.84 -1.75  0.107
H -0.30 0.10 -2.29  0.100
H -0.24 -1.84 -0.88  0.070
H 1.26 -1.64 -1.82  0.075
H 1.19 -1.13 -0.13  0.070

Summary:
Energy above the lowest of the compared OMol25 structures with the same formula, charge and spin, kJ/mol: 145.9
Kohn-Sham gap, eV: 10.0050

=====

We obtain E_tot values of -6284.61190, -11256.32146, -5183.11129, -7954.25484 eV for the records listed above, in that order.